Arrangement one

Formula: C2H7N3O
Source: the Open Molecules 2025 dataset
Level of theory: ωB97M-V/def2-TZVPD

Structure (XYZ):
```
13
Properties=species:S:1:pos:R:3:lowdin_charge:R:1
H 1.26186 0.02982 1.27051 0.041
N 0.76267 -0.81778 1.60807 0.015
C -0.52625 -0.60726 1.69502 -0.404
N -1.25373 0.41700 1.20952 0.081
H -1.13758 -1.35148 2.26921 0.117
H -2.26875 0.24532 1.20099 0.106
H -0.95989 0.82121 0.33195 0.037
N 0.84087 -0.46509 -1.36679 0.121
C 0.46517 0.77676 -1.75062 -0.428
O -0.45118 1.53551 -1.47579 -0.011
H 0.33282 -0.94525 -0.63128 0.066
H 1.68694 -0.79200 -1.88894 0.131
H 1.24705 1.15324 -2.47186 0.128
```

Values from the calculation:
- SMILES string = [H]/N=C\N.NC=O
- charge = 0
- LUMO energy (eV) = 0.8063

---

Arrangement two

Formula: C2H7N3O
Source: the Open Molecules 2025 dataset
Level of theory: ωB97M-V/def2-TZVPD

Structure (XYZ):
```
13
Properties=species:S:1:pos:R:3:lowdin_charge:R:1
C -0.12994 0.84366 1.23943 -0.296
N -0.00895 0.55707 -0.19272 -0.020
C -0.43947 -0.58938 -0.68486 -0.578
N -0.02370 -0.28630 -2.18112 0.107
N 0.56977 -0.05957 2.13436 0.007
O -0.96213 -1.61236 -0.31175 0.052
H 0.31842 0.72231 -1.51726 0.166
H 0.67132 -0.93440 -2.54193 0.111
H -0.81836 -0.24678 -2.81349 0.112
H 0.20557 -1.00119 2.03914 0.058
H 1.56018 -0.08523 1.91932 0.064
H 0.24532 1.85537 1.39166 0.103
H -1.18802 0.83681 1.51921 0.113
```

Values from the calculation:
- charge = 0
- LUMO energy (eV) = 0.6658

---

Arrangement three

Formula: C2H7N3O
Source: the Open Molecules 2025 dataset
Level of theory: ωB97M-V/def2-TZVPD

Structure (XYZ):
```
13
Properties=species:S:1:pos:R:3:lowdin_charge:R:1
C -1.96373 -1.15187 0.38875 0.004
C -0.87463 -1.52571 -0.21519 -0.292
O 0.03899 -2.01794 -0.75390 0.155
H -2.86169 -0.95473 -0.16553 0.070
H -1.99840 -1.10964 1.46171 0.074
N 0.60071 1.23253 -1.18388 -0.024
N 0.35935 1.16418 0.20540 -0.262
N 1.32301 0.53912 1.03055 -0.024
H 0.86380 0.32344 -1.57727 0.049
H 1.36499 1.87891 -1.35935 0.062
H -0.61542 0.86433 0.42130 0.077
H 2.14895 1.12914 1.08534 0.062
H 1.61408 -0.37175 0.66208 0.050
```

Values from the calculation:
- SMILES string = C=C=O.NNN
- charge = 0
- LUMO energy (eV) = 0.8667

---

Arrangement four

Formula: C2H7N3O
Source: the Open Molecules 2025 dataset
Level of theory: ωB97M-V/def2-TZVPD

Structure (XYZ):
```
13
Properties=species:S:1:pos:R:3:lowdin_charge:R:1
C -2.05092 -0.64534 -0.07818 -0.048
C -0.75473 0.04132 0.09813 -0.368
O -0.76618 1.35456 0.36390 0.055
N 0.58386 -0.62532 0.13582 0.060
N 1.64247 0.18972 0.45907 -0.231
N 2.82188 0.01499 -0.15349 -0.016
H -1.83662 -1.63141 0.40749 0.105
H -2.82001 -0.25322 0.53402 0.060
H -2.39280 -0.53694 -1.11965 0.094
H -1.56480 1.70699 0.05435 0.081
H 1.30878 1.09936 0.53808 0.073
H 2.88238 0.19605 -1.23146 0.118
H 2.94668 -0.91076 -0.00806 0.016
```

Values from the calculation:
- SMILES string = C/C(O)=N/NN
- charge = 0
- LUMO energy (eV) = 0.5746

---

Tell me which of them is the least stable. Sure, it is arrangement four.

---

Arrangement one

Formula: C2H7N3O
Source: the Open Molecules 2025 dataset
Level of theory: ωB97M-V/def2-TZVPD

Structure (XYZ):
```
13
Properties=species:S:1:pos:R:3:lowdin_charge:R:1
H -1.07669 0.81514 -0.21176 0.040
N -1.25042 0.25317 0.61403 0.012
C -2.17595 -0.61942 0.45407 -0.367
N -2.08971 -1.73431 -0.32619 0.084
H -3.03055 -0.73381 1.14203 0.107
H -2.73574 -2.48507 -0.15158 0.084
H -1.17190 -2.08436 -0.55829 0.101
N 1.85747 0.66976 0.28214 0.112
C 2.62827 1.30236 -0.64682 -0.436
O 2.27781 1.63667 -1.75469 0.006
H 0.86041 0.83643 0.20273 0.045
H 2.28045 0.57150 1.19259 0.090
H 3.62654 1.57195 -0.23827 0.122
```

Values from the calculation:
- SMILES string = [H]/N=C\N.NC=O
- charge = 0
- LUMO energy (eV) = 0.7510

---

Arrangement two

Formula: C2H7N3O
Source: the Open Molecules 2025 dataset
Level of theory: ωB97M-V/def2-TZVPD

Structure (XYZ):
```
13
Properties=species:S:1:pos:R:3:lowdin_charge:R:1
C 0.36178 -0.82422 -0.21127 -0.298
C 2.29868 0.38131 -1.08285 0.076
N -0.46936 -0.01870 0.15755 0.033
N -2.24912 1.08936 1.20517 -0.073
N -1.87381 -0.14294 0.69185 -0.145
O 0.59355 -2.11594 -0.29292 0.091
H 3.02188 0.35463 -0.20561 0.018
H 2.48405 -0.21599 -1.89518 -0.050
H 1.65894 1.29045 -0.98021 0.008
H -1.53591 1.32694 1.90133 0.065
H -2.06239 1.91761 0.54223 0.095
H -2.42300 -0.37605 -0.14689 0.111
H 0.19470 -2.66645 0.31680 0.070
```

Values from the calculation:
- charge = 0
- LUMO energy (spin up / spin down) (eV) = 0.4813 / 0.3717

---

Tell me which of them is the least stable. Sure, it is arrangement two.

---

Arrangement one

Formula: C9H16INO
Source: the Open Molecules 2025 dataset
Level of theory: ωB97M-V/def2-TZVPD

Structure (XYZ):
```
28
Properties=species:S:1:pos:R:3:lowdin_charge:R:1
C 0.64271 -2.09544 1.35463 -0.016
C 0.11005 -1.29773 0.13459 -0.474
C -0.93331 -2.30172 -0.50597 -0.052
C 1.15839 -0.97644 -0.85269 -0.076
C 1.11524 0.11773 -1.64373 -0.083
C 0.10489 1.21756 -1.43035 -0.098
C -0.04644 1.31890 0.18411 -0.462
C 1.31373 1.58542 0.88744 -0.012
C -0.99400 2.49946 0.45839 -0.056
N -0.54175 -0.00878 0.54418 -0.115
O -1.81456 -0.15150 0.97014 -0.566
I -3.57857 -0.01225 -0.26771 0.689
H 1.29507 -1.51466 1.86825 0.036
H 1.20735 -2.91525 0.84520 0.094
H -0.13806 -2.55159 2.00338 0.108
H -1.92931 -2.32496 -0.01933 0.031
H -0.42363 -3.23485 -0.38047 0.063
H -1.07042 -2.14001 -1.58287 0.083
H 1.90169 -1.82042 -1.01228 0.141
H 1.74147 0.15203 -2.54236 0.107
H 0.48704 2.15877 -1.89889 0.130
H -0.82923 0.86491 -1.82984 0.085
H 1.20357 1.79151 1.93262 0.080
H 1.80970 2.49667 0.49068 0.104
H 1.95207 0.76701 0.81060 0.044
H -1.93974 2.49287 -0.25974 0.074
H -0.38262 3.40321 0.32869 0.088
H -1.42133 2.47957 1.41336 0.053
```

Values from the calculation:
- SMILES string = CC1(C)C=CCC(C)(C)N1OI
- charge = 0
- LUMO energy (spin up / spin down) (eV) = -0.7089 / -0.8024

---

Arrangement two

Formula: C9H16INO
Source: the Open Molecules 2025 dataset
Level of theory: ωB97M-V/def2-TZVPD

Structure (XYZ):
```
28
Properties=species:S:1:pos:R:3:lowdin_charge:R:1
C 1.91695 0.22479 0.12234 -0.122
C 1.22682 1.31990 -0.03346 -0.091
C 1.31024 -1.09316 0.50100 -0.130
C -0.25065 1.27111 0.19836 -0.622
C -0.12648 -1.15457 -0.08665 -0.630
C -0.79530 1.96788 -1.14092 -0.034
C -0.59058 2.07651 1.42266 -0.066
C 0.11548 -1.41294 -1.60005 -0.007
C -0.87855 -2.36771 0.46037 -0.134
N -0.78789 -0.02775 0.41733 -0.333
O -3.20159 -0.54109 -1.36479 -0.885
I -2.84484 -0.08089 0.39984 1.665
H 3.07451 0.29662 0.23613 0.141
H 1.76355 2.30989 -0.28183 0.157
H 1.93537 -1.85165 0.05023 0.115
H 1.48348 -1.05398 1.58418 0.131
H -1.75347 1.66130 -1.45674 0.018
H -0.12774 1.69563 -2.01745 0.105
H -0.70245 2.97992 -1.02355 0.043
H -1.58968 2.23043 1.48552 -0.003
H -0.06060 3.14168 1.62730 0.152
H -0.27435 1.42906 2.15528 0.055
H 1.05054 -1.04648 -1.97680 0.066
H -0.73547 -0.82733 -2.04503 0.088
H 0.11011 -2.55351 -1.55362 0.106
H -1.09742 -2.20619 1.46481 0.041
H -0.29504 -3.28138 0.37604 0.085
H -1.81753 -2.72395 -0.05854 0.087
```

Values from the calculation:
- charge = 0
- LUMO energy (eV) = -0.1357

---

Tell me which of them is the least stable. Sure, it is arrangement two.